Entry a
Entry from the OMol25 dataset: 2 unconnected molecules or ions with the total composition C4H11N2 (ωB97M-V with the def2-TZVPD basis set).

Summary:
Total charge: +1
Frontier orbital gap, hartree: 0.3325
LUMO level, eV: -4.242

Geometry (Å):
C  1.043  1.056  -0.661
C  0.855  0.822  0.851
C  0.219  -0.229  -0.867
C  -1.382  -0.300  1.166
N  0.881  -1.302  -1.519
N  -0.035  -0.332  0.639
H  0.568  1.849  -1.231
H  2.080  0.934  -0.836
H  1.752  0.516  1.211
H  0.288  1.536  1.556
H  -1.528  -0.341  -1.692
H  -1.444  -0.508  2.148
H  -1.856  0.669  1.177
H  -1.877  -1.099  0.768
H  1.328  -1.041  -2.364
H  0.338  -2.171  -1.597
H  0.377  -1.271  0.945



Entry b
Entry from the OMol25 dataset: 2 unconnected molecules or ions with the total composition C4H11N2 (ωB97M-V with the def2-TZVPD basis set).

Summary:
Total charge: +1
Frontier orbital gap, hartree: 0.4121
LUMO level, eV: -3.032

Geometry (Å):
C  2.274  0.585  0.308
C  2.180  -0.887  0.315
C  -2.510  -0.170  -0.890
C  -0.769  0.647  0.591
N  1.024  -0.037  -0.090
N  -1.731  -0.185  0.319
H  2.251  1.099  1.259
H  2.863  1.085  -0.449
H  2.641  -1.465  -0.472
H  -2.307  0.738  -1.450
H  -2.293  -1.039  -1.513
H  -3.570  -0.195  -0.636
H  -0.402  0.691  1.607
H  2.062  -1.403  1.257
H  0.875  -0.041  -1.095
H  -0.684  1.545  -0.002
H  -1.903  -0.968  0.939



Most favorable structure: entry b. The second most favorable one is 0.1159 hartree above it.



Entry a
Entry from the OMol25 dataset: a molecular structure, C3H5Br2Cl (ωB97M-V with the def2-TZVPD basis set).

Summary:
Total charge: 0
Frontier orbital gap, hartree: 0.3729
LUMO level, eV: 0.142

Geometry (Å):
C  -0.740  -0.473  0.563
C  -0.783  0.598  1.363
C  -3.389  -0.039  -0.798
Cl  -3.773  -0.162  -2.465
Br  -4.162  1.556  0.070
Br  -3.781  -1.593  0.271
H  0.058  -0.520  -0.061
H  -2.188  0.280  -0.753
H  -1.590  -1.179  0.676
H  -1.453  0.657  2.283
H  0.081  1.352  1.195



Entry b
Entry from the OMol25 dataset: a molecular structure, C3H5Br2Cl (ωB97M-V with the def2-TZVPD basis set).

Summary:
Total charge: 0
Frontier orbital gap (alpha / beta), hartree: 0.2539 / 0.3244
LUMO level (alpha / beta), eV: -0.886 / 0.198

Geometry (Å):
C  -1.662  0.139  -0.281
C  -0.459  -0.322  -0.906
C  1.680  0.324  1.034
Cl  -0.179  -1.969  -0.988
Br  2.249  -1.478  0.722
Br  2.595  1.527  -0.030
H  -2.662  0.086  -0.823
H  -1.859  -0.371  0.595
H  -1.653  1.266  0.069
H  0.259  0.290  -1.514
H  1.691  0.508  2.121



Most favorable structure: entry a. The second most favorable one is 0.0630 hartree above it.



Entry a
Entry from the OMol25 dataset: 2 unconnected molecules or ions with the total composition C3H6O2 (ωB97M-V with the def2-TZVPD basis set).

Summary:
Total charge: 0
Frontier orbital gap, hartree: 0.3776
LUMO level, eV: 0.577
Structure (SMILES): CC=O.C=O

Geometry (Å):
O  -1.205  -0.706  -0.931
C  -1.309  0.302  -1.587
H  -1.466  1.252  -1.058
H  -1.128  0.281  -2.672
O  0.465  1.262  0.967
C  0.480  0.063  1.107
C  1.582  -0.807  0.566
H  -0.374  -0.431  1.601
H  1.584  -1.829  0.945
H  1.359  -0.888  -0.497
H  2.549  -0.372  0.805



Entry b
Entry from the OMol25 dataset: a molecular structure, C3H6O2 (ωB97M-V with the def2-TZVPD basis set).

Summary:
Total charge: 0
Frontier orbital gap (alpha / beta), hartree: 0.3112 / 0.3111
LUMO level (alpha / beta), eV: -0.421 / -0.422

Geometry (Å):
O  0.939  1.906  0.063
C  1.101  0.624  0.043
C  -0.192  -0.183  0.051
C  -0.864  -1.445  0.298
O  -1.221  -0.124  0.841
H  -0.306  1.695  -1.048
H  1.755  0.162  -0.732
H  1.418  0.148  1.020
H  -0.758  1.107  -1.365
H  -0.491  -2.142  1.044
H  -1.562  -1.825  -0.442



Most favorable structure: entry a. The second most favorable one is 0.1680 hartree above it.



Entry a
Entry from the OMol25 dataset: a single C3H6O2 molecule (ωB97M-V with the def2-TZVPD basis set).

Summary:
Total charge: 0
Frontier orbital gap, hartree: 0.4074
LUMO level, eV: 0.778
Structure (SMILES): COC(C)=O

Geometry (Å):
C  0.135  -1.133  0.789
C  -0.004  -0.813  -0.741
C  -0.107  1.544  -0.339
H  -0.783  -1.044  1.376
H  0.709  -0.643  1.170
H  0.393  -2.217  0.966
H  0.845  1.449  -0.226
H  -0.362  2.549  -0.972
H  -0.771  1.532  0.650
O  0.373  -1.622  -1.589
O  -0.429  0.398  -1.085



Entry b
Entry from the OMol25 dataset: a single C3H6O2 molecule (ωB97M-V with the def2-TZVPD basis set).

Summary:
Total charge: 0
Frontier orbital gap, hartree: 0.3304
LUMO level, eV: 0.345

Geometry (Å):
C  -1.580  0.236  0.217
C  0.092  -1.032  0.178
O  -0.426  -0.113  1.033
C  1.312  -0.427  -0.431
O  1.664  0.886  -0.097
H  -2.362  -0.520  0.313
H  -1.320  0.357  -0.849
H  -1.853  1.210  0.601
H  1.151  -0.497  -1.520
H  2.096  -1.167  -0.196
H  1.226  1.068  0.751



Entry c
Entry from the OMol25 dataset: 2 unconnected molecules or ions with the total composition C3H6O2 (ωB97M-V with the def2-TZVPD basis set).

Summary:
Total charge: 0
Frontier orbital gap, hartree: 0.3877
LUMO level, eV: 0.685
Structure (SMILES): O=C[C@@H]1CO1.[H][H]

Geometry (Å):
O  -1.823  0.649  -1.053
C  -1.024  0.763  -0.146
C  -0.077  -0.251  0.280
C  1.170  -0.761  0.862
O  0.478  -1.389  -0.242
H  -0.137  0.802  -1.981
H  -0.974  1.603  0.568
H  -1.156  -0.341  0.914
H  0.588  0.783  -1.812
H  1.034  -1.250  1.825
H  2.202  -0.462  0.645



Most favorable structure: entry a. The second most favorable one is 0.0497 hartree above it.



Entry a
Entry from the OMol25 dataset: a single C3H6O2 molecule (ωB97M-V with the def2-TZVPD basis set).

Summary:
Total charge: 0
Frontier orbital gap, hartree: 0.4191
LUMO level, eV: 0.998
Structure (SMILES): OC[C@H]1CO1

Geometry (Å):
O  1.266  1.448  -0.139
C  1.065  0.211  0.683
C  -0.007  -0.316  -0.203
C  -1.367  -0.840  -0.251
O  -1.138  0.555  -0.297
H  0.370  1.784  -0.396
H  1.921  -0.496  0.616
H  0.932  0.374  1.765
H  0.558  -0.299  -1.135
H  -1.997  -1.143  0.577
H  -1.603  -1.279  -1.221



Entry b
Entry from the OMol25 dataset: a single C3H6O2 molecule (ωB97M-V with the def2-TZVPD basis set).

Summary:
Total charge: 0
Frontier orbital gap, hartree: 0.3833
LUMO level, eV: 0.979
Structure (SMILES): C1COCO1

Geometry (Å):
C  -0.641  0.817  -0.291
C  -0.874  -0.547  0.144
C  1.167  -0.231  -0.002
H  -1.105  0.752  -1.258
H  -1.112  1.443  0.413
H  -1.695  -0.924  -0.302
H  -0.670  -0.673  1.331
H  2.324  -0.366  -0.400
H  1.468  -0.322  0.972
O  0.366  -1.050  -0.482
O  0.772  1.100  -0.123



Most favorable structure: entry a. The second most favorable one is 0.0226 hartree above it.



Entry a
Entry from the OMol25 dataset: a molecular structure, C3H6O2 (ωB97M-V with the def2-TZVPD basis set).

Summary:
Total charge: 0
Frontier orbital gap, hartree: 0.3426
LUMO level, eV: 0.809

Geometry (Å):
C  -1.600  -0.016  -0.134
C  -0.159  0.151  0.251
O  0.249  0.620  1.410
C  0.849  -0.179  -0.590
O  2.132  0.068  0.089
H  -2.142  -0.625  0.596
H  -1.675  -0.508  -1.113
H  -2.095  0.956  -0.193
H  0.924  -0.151  -1.654
H  2.076  -0.894  0.238
H  1.440  0.580  1.101



Entry b
Entry from the OMol25 dataset: a single C3H6O2 molecule (ωB97M-V with the def2-TZVPD basis set).

Summary:
Total charge: 0
Frontier orbital gap, hartree: 0.3734
LUMO level, eV: 0.771
Structure (SMILES): O[C@@H]1C[C@@H]1O

Geometry (Å):
C  0.526  -0.056  0.469
C  0.357  0.934  -0.633
C  -0.714  0.482  0.364
H  1.357  -1.565  -0.584
H  0.833  0.098  1.592
H  0.572  1.939  -0.421
H  0.434  0.542  -1.730
H  -1.096  1.028  1.238
H  -1.203  -1.531  0.136
O  0.584  -1.311  -0.109
O  -1.649  -0.561  -0.323



Most favorable structure: entry a. The second most favorable one is 0.0674 hartree above it.